1.
DFT (ωB97M-V/def2-TZVPD) results for a single C6H12F3OP molecule in a non-equilibrium geometry.

```
23
Properties=species:S:1:pos:R:3:forces:R:3
C 2.21189 0.33990 0.11547 0.24 -2.92 1.53
P 0.50776 -0.25577 0.74370 1.48 0.42 -1.78
C 0.65237 -1.89574 -0.11093 0.44 -0.50 1.55
C -0.47664 0.57951 -0.65667 1.42 -2.14 0.20
C -1.20578 1.77258 -0.15220 0.79 1.29 -1.49
C -2.43070 1.31914 0.55487 -0.20 3.89 2.92
O -0.25415 2.52513 0.67735 -2.15 -0.88 -0.38
C -1.78600 2.56444 -1.36746 0.45 0.40 0.88
F -2.88553 3.24525 -1.00031 -0.08 0.40 -0.31
F -0.99509 3.45479 -1.99125 0.03 -0.77 0.18
F -2.19018 1.61574 -2.22469 -0.12 0.38 -0.84
H 2.38353 1.32788 0.27709 -0.14 3.27 0.31
H 2.44822 0.13361 -0.95443 -0.20 -0.37 0.93
H 2.94754 -0.07086 0.88798 -0.57 -0.19 -1.49
H -0.34871 -2.17559 -0.33970 -0.83 -0.62 -0.24
H 1.07381 -2.65436 0.59849 -0.32 0.60 -0.64
H 1.24130 -1.89936 -1.01641 0.16 0.23 -0.22
H -1.12196 -0.26006 -1.02566 0.45 1.17 -0.15
H 0.37901 0.82189 -1.31620 -1.04 0.00 -0.29
H -3.09672 0.90724 -0.12128 -1.26 -1.35 -0.96
H -2.05666 0.71378 1.34987 -0.50 -0.96 0.65
H -2.97435 2.27668 1.00935 1.15 -2.18 -0.68
H -0.46866 2.03284 1.49159 0.81 0.83 0.32
```
Positions in Å, forces in eV/Å.

Results
**HOMO-LUMO gap**: 10.22 eV
**Lowest unoccupied orbital energy**: 0.034 hartree
**Energy above the lowest of the compared OMol25 structures with the same formula, charge and spin**: 0.000 eV
**DFT total energy**: -25904.5653 eV

2.
DFT (ωB97M-V/def2-TZVPD) results for 2 unconnected molecules or ions with the total composition CH3OS in a non-equilibrium geometry.

```
6
Properties=species:S:1:pos:R:3:forces:R:3
S 2.32008 0.09693 0.13776 0.09 -0.10 -0.41
H 1.94334 -0.21793 -1.13362 0.12 0.09 0.40
O -2.15672 0.46089 0.40256 0.18 0.09 0.18
C -1.02736 0.03282 0.26527 -1.16 0.17 -0.45
H -0.92219 -1.06651 0.19001 0.61 0.15 0.11
H -0.15714 0.69380 0.13803 0.17 -0.39 0.17
```
Positions in Å, forces in eV/Å.

Results
**Total charge**: -1
**HOMO-LUMO gap**: 6.89 eV
**Lowest unoccupied orbital energy**: 0.152 hartree
**Energy above the lowest of the compared OMol25 structures with the same formula, charge and spin**: 0.073 eV
**DFT total energy**: -13968.5631 eV

3.
DFT (ωB97M-V/def2-TZVPD) results for a gas-phase ion, C8H18N4O (charge +2) in a non-equilibrium geometry.

```
31
Properties=species:S:1:pos:R:3:forces:R:3
H -1.87214 1.33029 -2.11081 0.30 -0.41 -1.29
N -2.20237 0.94730 -1.25066 -1.50 1.06 1.72
C -3.33684 1.43813 -0.96619 -1.31 -0.25 -1.63
N -3.91978 1.28765 0.32422 1.38 -0.67 -0.60
C -3.35674 0.51727 1.21308 0.43 -1.77 -0.94
N -2.18581 -0.14273 1.08069 -1.75 1.98 2.49
C -1.07901 -0.20629 0.21107 2.08 -1.09 -1.41
N 0.04571 0.53487 0.20795 -2.01 -4.03 -0.05
C 1.37001 -0.01257 -0.24475 0.54 -1.08 2.72
C 2.41926 0.24129 0.90070 -0.07 -1.78 1.78
C 3.75326 -0.29208 0.41279 0.99 0.82 1.39
C 4.57041 0.58861 -0.47242 0.20 -0.08 -1.05
O -1.00073 -1.39187 -0.34779 1.99 1.95 0.87
C -1.96545 -2.40767 -0.62666 2.92 -2.59 0.64
H -4.08746 1.76945 -1.74086 0.99 0.53 0.97
H -4.84589 1.60332 0.52857 -0.68 0.38 -0.19
H -4.00156 0.09701 1.99626 0.47 0.83 0.29
H -2.02353 -0.53736 2.00405 0.70 -0.69 -0.23
H 0.13984 1.36452 0.72426 -0.31 1.23 0.86
H 1.46728 -1.06020 -0.64668 -1.08 0.98 0.84
H 1.58578 0.61352 -1.02151 1.09 1.57 -2.21
H 2.25463 -0.16842 2.02385 -0.46 0.26 -2.84
H 2.53388 1.26431 1.10972 -0.12 1.79 -0.09
H 3.53803 -1.15824 -0.09226 -0.20 -2.55 -1.11
H 4.46433 -0.52333 1.19476 -0.52 -0.41 0.81
H 4.67927 1.54876 0.07877 0.76 -0.51 -0.81
H 5.51306 -0.00107 -0.80793 -1.35 1.59 0.79
H 3.96164 0.73841 -1.36668 0.41 0.55 -0.35
H -2.32638 -3.03765 0.21314 0.68 0.63 -0.29
H -1.39261 -2.96864 -1.40475 -0.69 -0.18 1.00
H -2.70008 -1.97661 -1.12395 -3.84 1.95 -2.07
```
Positions in Å, forces in eV/Å.

Results
**Total charge**: +2
**HOMO-LUMO gap**: 7.56 eV
**Lowest unoccupied orbital energy**: -0.323 hartree
**Energy above the lowest of the compared OMol25 structures with the same formula, charge and spin**: 0.718 eV
**DFT total energy**: -16576.0544 eV